1.
Molecular formula: C4H6N2O
Method: DFT, ωB97M-V with the def2-TZVPD basis set

Structure (ORCA input):
```
! wB97M-V def2-TZVPD RIJCOSX def2/J DEFGRID3
* xyz 0 1
N -2.240 0.595 -0.399
C -0.917 0.178 -0.154
C -0.427 -1.099 -0.307
N 0.912 -1.109 -0.029
C 1.278 0.224 0.197
O 2.494 0.421 0.795
C 0.118 1.082 0.282
H -2.933 -0.065 -0.067
H -2.397 1.496 0.036
H -0.927 -2.000 -0.646
H 1.548 -1.874 -0.184
H 2.408 1.246 1.293
H 1.159 0.842 -0.818
*
```

The total energy is -9269.5894 eV. Its LUMO energy is 0.61 eV. The calculation puts the HOMO-LUMO gap at 8.6 eV. As for the energy above the lowest of the compared OMol25 structures with the same formula, charge and spin: 377.49 kJ/mol.

=====

2.
Molecular formula: C4H6N2O
Method: DFT, ωB97M-V with the def2-TZVPD basis set

Structure (ORCA input):
```
! wB97M-V def2-TZVPD RIJCOSX def2/J DEFGRID3
* xyz 0 1
C 0.372 -1.860 -0.615
C 0.054 -0.472 -0.158
C -1.168 0.099 -0.008
N -0.997 1.415 0.442
C 0.341 1.671 0.576
O 1.005 2.641 0.928
N 0.980 0.532 0.213
H 0.924 -2.420 0.147
H 0.972 -1.857 -1.531
H -0.551 -2.414 -0.827
H -2.156 -0.311 -0.181
H -1.710 2.092 0.648
H 1.934 0.883 0.367
*
```

The total energy is -9272.9761 eV. Its LUMO energy is 0.83 eV. The calculation puts the HOMO-LUMO gap at 8.8 eV. As for the energy above the lowest of the compared OMol25 structures with the same formula, charge and spin: 50.73 kJ/mol. As for the SMILES: Cc1c[nH]c(=O)[nH]1.

=====

3.
Molecular formula: C4H6N2O
Method: DFT, ωB97M-V with the def2-TZVPD basis set

Structure (ORCA input):
```
! wB97M-V def2-TZVPD RIJCOSX def2/J DEFGRID3
* xyz 0 1
C -0.403 0.821 1.380
C 0.422 -0.275 0.717
N 0.246 -0.267 -0.733
C 0.820 0.706 -1.426
N 1.325 1.549 -2.014
C -0.525 -1.218 -1.351
O -1.073 -2.113 -0.771
H -1.462 0.670 1.185
H -0.241 0.799 2.454
H -0.112 1.799 1.003
H 1.484 -0.144 0.941
H 0.096 -1.261 1.057
H -0.574 -1.065 -2.442
*
```

The total energy is -9272.4415 eV. Its LUMO energy is 0.78 eV. The calculation puts the HOMO-LUMO gap at 11.2 eV. As for the energy above the lowest of the compared OMol25 structures with the same formula, charge and spin: 102.31 kJ/mol. As for the SMILES: CCN(C#N)C=O.

=====

4.
Molecular formula: C4H6N2O
Method: DFT, ωB97M-V with the def2-TZVPD basis set

Structure (ORCA input):
```
! wB97M-V def2-TZVPD RIJCOSX def2/J DEFGRID3
* xyz 0 1
N -0.649 -1.096 1.527
C -0.737 -0.305 0.390
N -0.357 -0.897 -1.210
C 0.413 0.067 -1.726
C 0.801 1.015 -0.809
C 0.128 0.800 0.389
O 0.394 1.617 1.441
H -1.377 -1.737 1.801
H 0.281 -1.434 1.761
H -0.790 -1.469 -1.958
H 0.645 0.152 -2.788
H 1.486 1.825 -0.973
H -0.238 1.464 2.155
*
```

The total energy is -9270.8581 eV. Its LUMO energy is 0.92 eV. The calculation puts the HOMO-LUMO gap at 8.8 eV. As for the energy above the lowest of the compared OMol25 structures with the same formula, charge and spin: 255.09 kJ/mol. As for the SMILES: Nc1[nH]ccc1O.

=====

5.
Molecular formula: C4H6N2O
Method: DFT, ωB97M-V with the def2-TZVPD basis set

Structure (ORCA input):
```
! wB97M-V def2-TZVPD RIJCOSX def2/J DEFGRID3
* xyz 0 1
C 0.474 1.471 -0.133
C 0.292 -3.499 -0.416
C -0.493 2.520 0.490
C -0.158 -1.152 0.116
N 0.222 -2.251 -0.248
N 0.450 0.051 -0.240
O 1.459 1.937 -0.676
H -0.224 -3.958 -1.244
H 0.900 -4.103 0.237
H -0.621 2.336 1.554
H -0.031 3.483 0.316
H -1.466 2.460 0.006
H 1.292 -0.126 -0.797
*
```

The total energy is -9270.1317 eV. Its LUMO energy is 0.54 eV. The calculation puts the HOMO-LUMO gap at 8.8 eV. As for the energy above the lowest of the compared OMol25 structures with the same formula, charge and spin: 325.17 kJ/mol.

=====

6.
Molecular formula: C4H6N2O
Method: DFT, ωB97M-V with the def2-TZVPD basis set

Structure (ORCA input):
```
! wB97M-V def2-TZVPD RIJCOSX def2/J DEFGRID3
* xyz 0 1
C 2.313 0.335 -0.053
C 0.784 0.258 -0.097
C 0.072 -0.881 0.189
N -1.315 -0.705 0.179
C -1.839 0.459 -0.098
O -3.198 0.306 -0.172
N 0.245 1.398 -0.424
H 2.648 0.154 0.971
H 2.730 1.295 -0.381
H 2.693 -0.437 -0.727
H 0.468 -1.807 0.559
H -1.924 -1.501 0.364
H -3.678 1.127 -0.310
*
```

The total energy is -9268.1318 eV. Its LUMO energy (spin up / spin down) is -0.01 / -0.58 eV. The calculation puts the HOMO-LUMO gap (spin up / spin down) at 7.4 / 6.7 eV. As for the energy above the lowest of the compared OMol25 structures with the same formula, charge and spin: 518.14 kJ/mol.